[1]
A molecular structure, C30H70N7NiO11 at a distorted geometry, computed with ωB97M-V/def2-TZVPD.

Element x y z (Å)
Ni (16.9279, -13.5020, -26.1663)
C (14.7074, -12.7052, -22.5425)
C (15.1419, -12.1275, -23.8942)
C (15.3790, -10.6196, -23.7547)
O (16.1324, -12.8453, -24.4980)
H (15.6068, -12.9828, -21.9849)
H (13.9675, -13.4969, -22.6335)
H (14.2333, -11.9278, -21.9329)
H (14.2404, -12.1500, -24.5590)
H (14.4876, -10.0266, -23.5417)
H (15.8339, -10.1930, -24.6549)
H (16.1314, -10.3947, -22.9858)
C (14.5429, -16.2200, -20.5937)
O (14.4236, -17.5359, -21.0717)
C (13.2614, -17.7539, -21.8230)
C (12.0506, -18.2553, -21.0741)
O (11.5619, -17.2817, -20.1730)
C (10.2576, -17.5840, -19.6909)
C (10.2358, -18.6538, -18.6289)
O (10.1444, -19.9756, -19.1571)
C (8.9049, -20.2998, -19.7173)
H (13.8104, -15.9818, -19.8093)
H (14.2601, -15.5190, -21.3907)
H (15.5115, -15.9967, -20.1554)
H (13.4928, -18.4835, -22.6087)
H (12.9806, -16.8725, -22.4293)
H (12.3792, -19.1523, -20.5391)
H (11.2571, -18.4322, -21.8093)
H (9.6225, -17.7842, -20.5693)
H (9.8276, -16.6266, -19.3813)
H (9.4112, -18.5330, -17.9189)
H (11.2239, -18.6290, -18.1702)
H (8.9776, -21.2855, -20.1659)
H (8.5588, -19.5937, -20.4866)
H (8.0976, -20.2646, -18.9692)
C (16.7566, -7.9164, -19.7712)
O (16.1694, -6.9461, -20.1930)
N (16.2185, -9.1264, -19.5076)
C (17.0757, -10.2157, -19.0050)
C (14.8217, -9.3792, -19.8029)
H (17.8446, -7.9433, -19.5519)
H (17.4042, -9.9324, -18.0064)
H (17.9262, -10.2197, -19.6865)
H (16.5239, -11.1480, -19.0230)
H (14.2934, -8.4673, -20.0531)
H (14.7761, -10.0908, -20.6395)
H (14.3202, -9.9011, -18.9836)
C (20.9043, -10.5038, -22.0214)
O (21.5561, -11.5255, -21.9396)
N (19.5552, -10.4779, -22.1549)
C (18.7440, -11.6737, -22.0656)
C (18.8842, -9.2648, -22.5446)
H (21.3902, -9.5166, -22.0309)
H (19.2438, -12.5684, -21.7143)
H (18.4066, -11.8499, -23.0970)
H (17.8551, -11.4780, -21.4656)
H (19.5302, -8.4036, -22.7024)
H (18.2597, -9.4424, -23.4212)
H (18.1976, -8.9213, -21.7603)
C (16.0295, -11.1505, -28.2747)
O (15.9558, -12.0924, -27.4749)
N (15.2215, -10.1073, -28.2418)
C (15.2318, -9.1416, -29.3409)
C (14.2455, -9.9245, -27.1653)
H (16.7758, -11.1367, -29.0781)
H (15.1700, -9.6585, -30.2980)
H (16.1382, -8.5359, -29.3165)
H (14.3674, -8.4871, -29.2841)
H (14.4224, -8.9416, -26.7311)
H (13.2410, -9.9994, -27.5807)
H (14.4037, -10.7034, -26.4257)
C (14.0927, -14.4024, -27.1304)
O (15.2218, -14.6459, -26.7158)
N (12.9926, -14.5451, -26.3897)
C (11.6677, -14.3853, -26.9395)
C (13.1134, -14.6893, -24.9579)
H (13.9056, -14.0383, -28.1489)
H (11.0990, -13.5692, -26.4879)
H (11.0777, -15.2998, -26.8620)
H (11.7406, -14.1495, -28.0030)
H (14.1536, -14.7912, -24.6588)
H (12.5728, -13.8944, -24.4498)
H (12.7107, -15.6436, -24.5922)
C (17.8207, -15.2768, -24.1249)
O (17.7815, -15.0740, -25.3451)
N (17.6237, -16.4326, -23.5247)
C (17.2598, -17.6402, -24.2679)
C (17.5264, -16.5191, -22.0685)
H (17.9924, -14.4803, -23.3888)
H (16.1842, -17.7939, -24.1775)
H (17.7851, -18.4578, -23.7785)
H (17.5472, -17.5381, -25.3079)
H (16.6790, -17.1725, -21.8516)
H (18.4724, -16.7984, -21.6157)
H (17.1595, -15.5781, -21.6515)
C (9.1525, -12.4098, -20.4257)
O (8.9690, -11.9807, -19.3074)
N (10.1951, -12.0915, -21.2339)
C (11.0122, -10.9294, -21.0111)
C (10.2654, -12.6230, -22.5881)
H (8.4200, -13.0793, -20.9108)
H (10.9897, -10.2514, -21.8696)
H (12.0626, -11.1914, -20.8414)
H (10.6898, -10.3697, -20.1356)
H (9.6729, -11.9754, -23.2458)
H (11.3130, -12.6586, -22.8831)
H (9.8448, -13.6211, -22.7085)
C (19.5850, -11.5926, -25.7644)
O (18.6333, -12.3587, -25.8355)
N (19.4991, -10.2729, -25.9577)
C (20.6835, -9.4419, -25.9333)
C (18.2605, -9.5599, -26.1847)
H (20.6194, -11.8469, -25.4999)
H (20.9111, -9.0368, -24.9421)
H (20.6247, -8.6464, -26.6706)
H (21.5885, -10.0151, -26.1531)
H (17.4376, -10.2636, -26.0608)
H (18.1040, -8.8091, -25.4089)
H (18.2188, -9.0849, -27.1653)

Orbital gap (spin up / spin down) (eV): 8.75 / 8.37
2S+1: 3
Net charge: +1
⟨S²⟩: 2.00

=====

[2]
6 unconnected molecules or ions with the total composition C30H71O11PS at a distorted geometry, computed with ωB97M-V/def2-TZVPD.

Element x y z (Å)
C (0.9722, 2.6151, -4.8610)
C (2.2908, 1.8861, -4.1599)
O (2.5270, 2.2977, -2.7669)
P (1.5260, 1.3656, -1.6499)
O (0.1796, 0.8337, -2.2998)
C (2.4471, -0.2275, -1.0100)
C (1.4139, -1.4612, -0.6684)
C (1.1277, -2.4634, -1.9694)
C (1.4976, -4.0003, -1.4426)
C (1.4716, -5.0681, -2.7019)
C (0.7806, -4.4883, -4.0709)
S (-0.7299, -3.4338, -3.5782)
O (-1.0313, -2.4778, -4.7581)
O (-1.9047, -4.4175, -3.3618)
O (-0.3457, -2.4723, -2.2090)
O (1.2155, 2.4400, -0.2916)
C (0.1210, 1.9379, 0.5537)
C (-1.3874, 2.4257, 0.0663)
H (0.2578, 2.8986, -3.9646)
H (1.2465, 3.5119, -5.5609)
H (0.3991, 1.7707, -5.4786)
H (3.2305, 2.2799, -4.7822)
H (2.2953, 0.7054, -4.3192)
H (3.1864, -0.5668, -1.8833)
H (3.0814, 0.1434, -0.0914)
H (0.3544, -1.1217, -0.2968)
H (1.8869, -2.0911, 0.2270)
H (1.7522, -2.1355, -2.9060)
H (2.5341, -3.9492, -0.8981)
H (0.6973, -4.3985, -0.6639)
H (2.6138, -5.2816, -2.9662)
H (1.0125, -6.1109, -2.3762)
H (1.5416, -3.7408, -4.5919)
H (0.4276, -5.3572, -4.7729)
H (0.1320, 0.7806, 0.7443)
H (0.2757, 2.4408, 1.6254)
H (-1.5588, 2.3572, -1.0890)
H (-1.5376, 3.5665, 0.3562)
H (-2.1484, 1.7564, 0.6967)
C (-1.8555, -4.0981, 0.5684)
C (-1.0550, -4.8374, 1.6266)
O (-1.5636, -4.6627, 2.9467)
C (-2.8890, -5.1301, 3.1856)
C (-3.0508, -6.6240, 2.9668)
H (-1.9628, -3.0413, 0.8320)
H (-1.3620, -4.1722, -0.4055)
H (-2.8619, -4.5130, 0.4654)
H (-0.0345, -4.4404, 1.6327)
H (-0.9731, -5.9022, 1.3882)
H (-3.6064, -4.5615, 2.5849)
H (-3.1140, -4.9018, 4.2343)
H (-2.9230, -6.8917, 1.9134)
H (-4.0497, -6.9492, 3.2746)
H (-2.3049, -7.1819, 3.5406)
C (-2.7237, 0.1411, -4.4006)
C (-3.8406, 0.2690, -3.3793)
O (-4.6528, 1.4247, -3.5695)
C (-5.3588, 1.5106, -4.8051)
C (-6.3468, 0.3771, -5.0159)
H (-2.1299, 1.0596, -4.4423)
H (-2.0657, -0.6951, -4.1451)
H (-3.1180, -0.0387, -5.4045)
H (-3.3939, 0.3645, -2.3841)
H (-4.4606, -0.6324, -3.3566)
H (-4.6548, 1.5834, -5.6405)
H (-5.9103, 2.4582, -4.7819)
H (-5.8363, -0.5836, -5.1349)
H (-6.9424, 0.5521, -5.9176)
H (-7.0209, 0.2872, -4.1589)
C (4.9976, 8.0123, -5.5821)
C (4.2446, 6.8545, -6.2140)
O (3.5389, 6.0543, -5.2689)
C (2.5184, 6.7074, -4.5175)
C (1.3978, 7.2638, -5.3779)
H (5.6474, 7.6578, -4.7758)
H (5.6093, 8.5248, -6.3309)
H (4.3127, 8.7472, -5.1503)
H (4.9680, 6.1926, -6.7016)
H (3.5662, 7.2050, -6.9978)
H (2.9537, 7.4852, -3.8817)
H (2.1006, 5.9525, -3.8406)
H (1.7475, 8.0853, -6.0107)
H (0.5884, 7.6486, -4.7491)
H (0.9954, 6.4891, -6.0373)
C (1.8742, -0.8576, 5.4328)
C (1.8511, -0.6841, 3.9240)
O (1.4190, 0.6093, 3.5090)
C (2.2169, 1.7130, 3.9303)
C (3.6423, 1.6608, 3.4098)
H (0.9075, -0.5868, 5.8686)
H (2.1030, -1.8951, 5.6949)
H (2.6319, -0.2207, 5.8974)
H (1.1379, -1.3995, 3.5015)
H (2.8251, -0.9192, 3.4841)
H (2.1962, 1.8021, 5.0213)
H (1.7316, 2.6144, 3.5371)
H (4.1983, 0.8246, 3.8450)
H (4.1753, 2.5830, 3.6624)
H (3.6529, 1.5327, 2.3233)
C (-1.9030, -0.6051, 10.8372)
C (-1.7644, -0.0892, 9.4154)
O (-0.4624, -0.2806, 8.8677)
C (-0.0137, -1.6284, 8.7478)
C (-0.8818, -2.4745, 7.8334)
H (-1.1209, -0.1874, 11.4788)
H (-2.8805, -0.3348, 11.2484)
H (-1.8126, -1.6940, 10.8786)
H (-1.9442, 0.9909, 9.4171)
H (-2.5216, -0.5296, 8.7595)
H (0.0830, -2.0860, 9.7378)
H (0.9984, -1.5821, 8.3282)
H (-1.8807, -2.6250, 8.2543)
H (-0.4310, -3.4609, 7.6837)
H (-1.0046, -1.9905, 6.8600)

Orbital gap (eV): 9.14

=====

Here are the calculated E numbers, same order: -3904.0511 -2752.5353 (Eh).